1.
The following is a quantum chemistry calculation of a molecular structure, C24H32N2O2, from the Open Molecules 2025 dataset.

```
60
C24H32N2O2, DFT ωB97M-V with the def2-TZVPD basis set
C -5.395 -2.333 1.532
C -4.676 -1.184 1.594
C -3.232 -0.852 1.244
H -2.850 -0.464 2.078
H -2.868 -2.080 0.965
C -3.224 -0.161 0.057
N -1.811 -0.120 -0.066
C -0.930 0.737 0.453
O -1.363 1.316 1.478
C 0.595 0.766 0.147
C 0.688 2.177 -0.796
C 2.094 2.090 -1.370
C 3.250 1.634 -0.277
O 4.422 2.154 -0.342
N 2.792 1.317 0.896
C 1.349 1.069 1.504
H 1.410 0.093 2.122
H 0.972 1.921 1.984
C 3.894 1.141 1.977
H 3.453 1.528 3.109
H 4.674 1.493 1.617
C 3.878 -0.389 2.362
C 4.056 -1.025 0.910
C 5.102 -0.895 0.206
C 5.190 -1.306 -1.486
C 4.201 -2.188 -1.727
C 3.030 -2.605 -0.903
C 3.031 -1.724 0.344
H 2.055 -2.094 1.123
H 2.214 -3.039 -1.189
H 4.147 -2.510 -2.766
H 6.021 -1.337 -2.002
H 6.031 -0.323 0.409
H 4.902 -0.774 2.735
H 3.146 -0.982 2.791
H 2.481 3.123 -1.754
H 2.408 1.180 -2.141
H 0.492 2.928 -0.035
H 0.069 1.932 -1.662
H 0.785 0.018 -0.220
C -1.214 -0.940 -1.154
C -2.677 -1.598 -1.453
C -3.797 -0.832 -1.212
H -4.641 -1.509 -0.984
H -4.055 0.000 -2.084
H -2.413 -1.956 -2.769
H -2.468 -2.726 -1.106
H -0.351 -1.667 -0.952
H -0.906 -0.184 -2.270
C -3.948 1.368 0.257
C -3.500 2.444 -0.822
C -2.787 2.416 -1.934
H -2.504 3.321 -2.581
H -2.248 1.411 -2.153
H -3.875 3.262 -0.368
H -4.858 1.248 0.433
H -3.547 1.616 1.122
H -5.452 -0.317 2.039
H -6.456 -2.369 1.721
H -4.787 -3.219 1.369
```

The HOMO-LUMO gap comes out at 0.3268 Eh. The total energy is -1193.0117 Eh. Its highest occupied orbital energy is -8.57 eV. The calculation puts the energy above the lowest of the compared OMol25 structures with the same formula, charge and spin at 2064.3 kJ/mol. The LUMO energy is 0.0119 Ha.

Need the natural (NBO) charges? In units of e they are: atom 1 (C): -0.434, atom 2 (C): -0.152, atom 3 (C): -0.422, atom 4 (H): 0.250, atom 5 (H): 0.178, atom 6 (C): 0.145, atom 7 (N): -0.497, atom 8 (C): 0.724, atom 9 (O): -0.696, atom 10 (C): -0.214, atom 11 (C): -0.411, atom 12 (C): -0.491, atom 13 (C): 0.675, atom 14 (O): -0.692, atom 15 (N): -0.459, atom 16 (C): -0.178, atom 17 (H): 0.219, atom 18 (H): 0.233, atom 19 (C): -0.139, atom 20 (H): 0.194, atom 21 (H): 0.206, atom 22 (C): -0.437, atom 23 (C): -0.174, atom 24 (C): -0.119, atom 25 (C): -0.171, atom 26 (C): -0.225, atom 27 (C): -0.213, atom 28 (C): -0.141, atom 29 (H): 0.179, atom 30 (H): 0.193, atom 31 (H): 0.195, atom 32 (H): 0.197, atom 33 (H): 0.218, atom 34 (H): 0.234, atom 35 (H): 0.221, atom 36 (H): 0.249, atom 37 (H): 0.238, atom 38 (H): 0.241, atom 39 (H): 0.235, atom 40 (H): 0.153, atom 41 (C): -0.204, atom 42 (C): -0.414, atom 43 (C): -0.491, atom 44 (H): 0.269, atom 45 (H): 0.251, atom 46 (H): 0.189, atom 47 (H): 0.246, atom 48 (H): 0.229, atom 49 (H): 0.160, atom 50 (C): -0.373, atom 51 (C): -0.156, atom 52 (C): -0.432, atom 53 (H): 0.225, atom 54 (H): 0.187, atom 55 (H): 0.190, atom 56 (H): 0.196, atom 57 (H): 0.230, atom 58 (H): 0.184, atom 59 (H): 0.212, atom 60 (H): 0.186



2.
The following is a quantum chemistry calculation of a molecular structure, C45H35BCeF4I2N18O3S, from the Open Molecules 2025 dataset.

```
110
C45H35BCeF4I2N18O3S, DFT ωB97M-V with the def2-TZVPD basis set
Ce 1.068 -1.448 1.616
C -1.649 1.314 3.975
C -1.154 0.132 3.504
N -0.319 0.291 2.407
N -0.315 1.654 2.181
C -1.052 2.225 3.144
B 0.753 2.213 1.183
N 0.602 1.451 -0.160
C 0.576 2.087 -1.309
C 0.924 1.276 -2.301
C 1.085 0.005 -1.724
N 0.890 0.154 -0.386
N 2.107 1.996 1.856
C 2.965 2.793 2.431
C 3.862 2.016 3.111
C 3.424 0.720 3.011
N 2.381 0.676 2.163
N 0.437 3.757 0.969
C 1.173 4.834 0.612
C 0.305 5.891 0.420
C -0.992 5.342 0.568
N -0.953 4.086 0.960
H -2.455 1.433 4.814
H -1.387 -0.836 3.844
H -1.164 3.334 3.263
H 0.267 3.112 -1.375
H 0.754 1.627 -3.313
H 1.324 -1.013 -2.131
H 2.957 3.923 2.535
H 4.673 2.420 3.661
H 3.956 -0.115 3.456
H 2.220 4.840 0.490
H 0.512 6.915 0.266
H -1.865 6.005 0.468
N 1.322 -4.067 2.682
C 2.810 -4.121 2.741
C 3.244 -2.822 3.331
O 4.206 -2.638 3.987
O 2.272 -1.826 3.197
H 1.123 -4.135 3.651
H 1.009 -4.868 2.151
H 3.234 -4.093 1.717
H 3.276 -4.895 3.322
N -1.260 -5.971 -3.929
C -0.739 -6.151 -2.688
S -0.836 -7.508 -1.786
C -0.232 -4.962 -2.091
C -1.033 -3.865 -1.927
C -0.506 -2.797 -1.178
N 0.654 -2.826 -0.534
C 1.439 -3.864 -0.810
C 1.004 -4.955 -1.481
H -1.490 -6.847 -4.367
H -0.983 -5.150 -4.417
H -2.023 -3.629 -2.378
H -1.073 -1.904 -1.117
H 2.489 -3.760 -0.519
H 1.616 -5.860 -1.500
I -2.981 2.431 -3.295
I -2.930 -0.148 -2.551
F 7.511 0.739 -1.302
C 6.781 0.284 -2.269
C 7.067 0.525 -3.549
F 8.192 1.133 -3.817
C 6.308 0.022 -4.624
C 5.130 -0.757 -4.315
C 4.745 -0.891 -2.988
F 3.720 -1.648 -2.611
C 5.568 -0.368 -1.906
C 5.296 -0.626 -0.553
C 4.137 -1.300 -0.106
N 3.291 -1.799 0.483
C 5.956 -0.104 0.582
N 6.362 0.283 1.576
F 4.403 -1.344 -5.261
C 6.701 0.171 -5.943
C 6.049 -0.510 -7.058
N 5.815 -1.147 -7.969
C 7.767 1.022 -6.424
N 8.452 1.824 -6.878
C -7.446 6.307 1.475
C -7.270 4.812 1.207
C -6.823 3.952 2.202
C -6.417 2.630 1.920
C -6.520 2.089 0.670
N -6.181 0.744 0.343
C -5.004 0.164 0.781
O -4.177 0.613 1.519
N -4.833 -1.116 0.251
C -3.804 -1.916 0.834
C -4.033 -3.253 0.946
C -2.975 -4.112 1.344
C -1.788 -3.514 1.634
N -1.555 -2.169 1.568
C -2.562 -1.369 1.180
C -6.914 2.951 -0.359
C -7.298 4.269 -0.104
H -8.188 6.755 0.753
H -6.449 6.818 1.323
H -7.742 6.401 2.492
H -6.702 4.341 3.190
H -5.845 2.245 2.734
H -6.585 0.449 -0.511
H -5.670 -1.637 0.097
H -4.955 -3.756 0.765
H -3.080 -5.186 1.498
H -0.928 -4.104 1.950
H -2.306 -0.325 1.085
H -7.139 2.624 -1.363
H -7.578 4.904 -0.915
```

The HOMO-LUMO gap (spin up / spin down) comes out at 0.1513 / 0.1472 Eh. The total energy is -4839.7202 Eh. Its highest occupied orbital energy (spin up / spin down) is -11.92 / -11.92 eV. The calculation puts the energy above the lowest of the compared OMol25 structures with the same formula, charge and spin at 72.5 kJ/mol. The charge is +2. The LUMO energy (spin up / spin down) is -0.2868 / -0.2909 Ha.

Atomic partial charges in e from the Mulliken method, atoms 1 to 99: atom 1 (Ce): 0.512, atom 2 (C): -1.241, atom 3 (C): -0.481, atom 4 (N): 0.908, atom 5 (N): 0.407, atom 6 (C): -0.188, atom 7 (B): 0.547, atom 8 (N): 0.497, atom 9 (C): -0.341, atom 10 (C): -2.193, atom 11 (C): -0.179, atom 12 (N): 0.909, atom 13 (N): 0.177, atom 14 (C): 0.130, atom 15 (C): -1.488, atom 16 (C): -0.603, atom 17 (N): 0.550, atom 18 (N): 0.187, atom 19 (C): -0.360, atom 20 (C): -0.899, atom 21 (C): -0.369, atom 22 (N): -0.903, atom 23 (H): 0.337, atom 24 (H): 0.464, atom 25 (H): 0.482, atom 26 (H): 0.534, atom 27 (H): 0.527, atom 28 (H): 0.419, atom 29 (H): 0.457, atom 30 (H): 0.592, atom 31 (H): 0.375, atom 32 (H): 0.669, atom 33 (H): 0.501, atom 34 (H): 0.436, atom 35 (N): -0.441, atom 36 (C): -0.581, atom 37 (C): 0.461, atom 38 (O): -0.500, atom 39 (O): -0.212, atom 40 (H): 0.263, atom 41 (H): 0.238, atom 42 (H): 0.069, atom 43 (H): 0.627, atom 44 (N): -0.344, atom 45 (C): -0.549, atom 46 (S): -0.255, atom 47 (C): 0.530, atom 48 (C): -0.818, atom 49 (C): 0.006, atom 50 (N): 1.355, atom 51 (C): -0.551, atom 52 (C): -1.224, atom 53 (H): 0.252, atom 54 (H): 0.244, atom 55 (H): 0.411, atom 56 (H): 0.051, atom 57 (H): 0.445, atom 58 (H): 0.568, atom 59 (I): -0.077, atom 60 (I): 0.195, atom 61 (F): -0.291, atom 62 (C): -0.335, atom 63 (C): 0.442, atom 64 (F): -0.273, atom 65 (C): -0.019, atom 66 (C): 0.102, atom 67 (C): 0.406, atom 68 (F): -0.098, atom 69 (C): 0.907, atom 70 (C): -0.139, atom 71 (C): 0.680, atom 72 (N): 0.201, atom 73 (C): -0.457, atom 74 (N): -0.487, atom 75 (F): -0.280, atom 76 (C): 1.052, atom 77 (C): -0.204, atom 78 (N): -0.322, atom 79 (C): -0.160, atom 80 (N): -0.313, atom 81 (C): -1.262, atom 82 (C): 0.629, atom 83 (C): -0.850, atom 84 (C): 0.018, atom 85 (C): 0.437, atom 86 (N): -0.261, atom 87 (C): 0.506, atom 88 (O): -0.624, atom 89 (N): -0.026, atom 90 (C): 0.245, atom 91 (C): -0.747, atom 92 (C): -1.219, atom 93 (C): -0.170, atom 94 (N): 0.719, atom 95 (C): -0.786, atom 96 (C): -0.591, atom 97 (C): -0.754, atom 98 (H): 0.350, atom 99 (H): 0.230



Question: The lowest energy above the lowest of the compared OMol25 structures with the same formula, charge and spin belongs to which entry?
Answer: C45H35BCeF4I2N18O3S



Question: Which of these has the lowest energy above the lowest of the compared OMol25 structures with the same formula, charge and spin?
Answer: C45H35BCeF4I2N18O3S